(1)
244
Properties=species:S:1:pos:R:3 method="wB97M-V/def2-TZVPD" e_tot_ev=-206700.8699 s_squared=0.7658 homo_ev="-12.5 / -12.5" orbital_gap_ev="6.40 / 2.54" multiplicity=2 charge=+3
O -4.813 1.403 -1.049
C 3.887 5.463 -4.464
O 4.885 4.072 1.440
C -0.548 7.565 5.954
C 0.022 -4.796 -4.982
H 3.615 0.033 1.361
H 6.447 5.659 -1.931
C 4.309 7.087 -2.731
N -1.060 1.814 -0.362
H 3.000 -1.746 0.565
H -3.885 1.169 3.747
H -2.439 -2.808 -0.856
C -4.384 -8.783 -1.123
O -0.356 -2.505 4.647
H -2.874 1.937 0.643
H -0.724 2.943 -2.051
C 5.982 -3.127 -0.226
H -1.791 7.937 7.659
C 0.917 -0.131 -4.872
H -3.234 -0.222 2.741
H -0.248 -2.785 -3.976
H 0.827 -8.994 -4.921
H -5.001 -0.367 1.348
O -5.354 5.152 5.287
F -2.166 3.051 5.133
O 3.033 1.631 -4.746
H -8.453 -1.288 -0.208
H -3.199 -2.702 4.181
H 3.972 1.720 -0.365
C 3.597 -2.657 0.517
C -1.577 -0.793 -0.567
C -5.182 -1.878 3.648
H -0.079 7.880 9.514
C -0.020 7.490 2.936
F 4.472 3.063 4.157
S 1.613 1.700 -4.707
H 6.926 2.633 -2.485
H -2.142 -1.947 -2.433
C -1.377 -7.494 0.958
H -0.181 -6.458 -1.250
O 0.982 2.404 -5.831
F -0.418 -0.036 -4.900
C 4.687 4.586 -2.233
H -1.858 -6.561 -6.419
N 4.859 -2.069 -0.120
H 1.203 4.694 -4.750
H 6.018 -3.607 0.752
O -0.911 -1.062 2.742
O -3.436 5.711 3.967
C 2.401 5.388 -2.332
H 0.359 5.862 -2.685
H -6.766 -1.354 -0.440
O 3.054 5.601 2.353
C 4.604 0.237 0.950
H -2.591 4.727 0.947
H -0.835 -4.230 -3.118
C -1.837 1.887 0.973
H 1.483 -8.974 2.584
N 0.944 7.375 5.496
H 0.025 9.154 8.459
H 3.701 4.395 -4.584
H -1.874 -8.043 -2.367
F -0.098 -4.740 2.607
H -2.534 -8.778 -6.992
C 4.476 0.762 -0.495
H 2.325 5.739 5.219
C 5.644 -4.255 -1.120
H -0.855 -8.834 -1.321
C -7.528 -0.815 0.122
H 2.822 -0.329 -1.138
H 5.439 0.994 -0.948
H -0.836 -8.587 -4.668
H 6.382 -6.285 -0.488
C -1.461 3.125 1.758
C -3.181 3.631 5.782
H -4.734 -8.498 -2.115
H 4.613 -4.579 -0.981
H 1.343 8.051 1.466
O -6.822 1.844 -2.440
H 1.191 5.540 6.563
H 5.574 -1.351 -2.106
C 3.827 -0.153 -1.523
H 0.846 -7.471 2.965
C 1.306 6.114 -3.161
H -2.714 0.920 -1.300
C -3.290 -0.731 4.773
H 4.354 3.664 -2.710
H -1.116 -5.165 -0.410
C 6.175 4.754 -2.476
C -4.498 1.360 -3.773
F 2.440 3.489 4.305
F -3.186 1.614 -3.722
H -6.119 -2.253 4.061
H 0.322 4.393 -0.203
H -5.766 0.300 5.420
H -2.983 -10.361 -1.584
H 5.638 -1.528 1.855
H -7.062 -1.908 1.988
O -4.602 3.555 3.570
C -1.029 -7.014 -6.963
H 3.533 7.842 -2.857
F 1.381 -0.947 -3.866
H 0.084 6.406 2.914
O 1.403 -1.911 3.047
H 0.724 6.345 -5.342
H -3.450 -5.806 0.372
C 0.552 -8.413 2.503
H -0.259 -8.836 3.097
H -6.541 1.297 4.187
F -3.962 2.705 6.323
H -5.048 -2.303 2.653
H 2.811 7.221 -5.117
H 4.179 -2.248 -2.162
C 0.181 8.075 8.473
H 0.007 9.181 1.631
H -0.967 6.355 7.690
H 3.136 -3.440 -0.085
H -1.434 -8.679 -8.381
H -1.410 -6.549 1.500
H 0.720 5.370 4.813
H 0.808 -7.195 0.692
F -4.675 0.070 -3.727
H -0.930 5.273 -0.936
H 3.724 0.259 -2.527
H -0.612 -6.397 -7.759
H 0.883 -3.874 -3.111
C -3.957 -2.062 4.633
H -3.686 -0.286 5.686
H -4.221 -8.022 0.836
C 0.262 8.122 1.588
S -5.369 2.086 -2.204
H 8.084 3.841 -2.501
H -6.091 0.939 2.005
O 1.179 2.267 -3.425
C -1.156 -5.986 -1.126
H 7.255 3.526 -0.983
C 0.126 -7.968 1.045
C 4.625 -1.443 -1.578
C -0.833 7.428 7.548
C -7.140 -0.889 1.609
C 0.083 -6.273 -4.657
H 0.953 1.607 -1.096
C -0.497 -3.569 2.145
H 0.257 -8.871 0.448
C -0.570 -9.406 -6.689
H 0.945 -6.518 -4.037
C -3.803 0.090 3.617
H -2.061 3.203 2.665
H -7.574 0.241 -0.145
C -2.435 -1.856 -1.388
C 1.910 8.112 6.485
H -2.203 -0.674 4.826
C -1.545 -8.457 -7.320
H -1.657 0.986 1.561
F 3.095 1.823 3.192
H 0.197 -9.550 -7.451
H 6.950 -2.682 -0.457
H -1.956 -0.824 0.454
H -2.073 -8.204 1.405
C -1.669 0.613 -1.248
C -1.540 4.442 0.994
C 1.338 5.771 -4.647
H 1.746 9.173 6.299
H -5.488 -7.152 -0.178
C 7.113 3.619 -2.060
C 1.092 7.957 4.055
H -5.121 -9.533 -0.834
C 1.605 7.757 7.956
N 3.820 5.665 -2.958
H -1.058 5.209 1.599
N -2.010 -7.114 -0.442
C 1.493 -7.025 -6.510
C 1.303 5.923 5.549
C 0.466 1.570 -0.122
H -7.109 -0.408 4.673
H 2.704 5.789 -6.234
H 2.270 4.309 -2.414
H -2.735 -9.831 0.026
H 2.364 8.299 8.521
F -1.786 -3.623 1.989
H 2.370 5.561 -1.256
H 6.479 -6.009 -2.099
H -3.490 -1.587 -1.326
C 2.747 6.136 -5.201
F 0.020 -3.457 0.899
H 0.991 2.230 0.569
F -2.703 4.459 6.708
H -0.823 -6.572 -4.130
C -1.858 -8.409 -1.341
H 2.268 -6.953 -5.747
C 6.620 -5.465 -1.165
C -2.976 -9.460 -0.970
H -3.745 -6.153 -1.398
H 0.400 0.542 0.234
H -0.262 7.720 0.721
H 4.731 7.230 -1.736
H -1.455 -5.785 -2.155
S 3.499 4.240 1.935
C 5.419 -1.027 0.912
C -1.274 3.119 -1.126
H 5.613 -3.907 -2.152
H -0.568 -1.204 -0.593
S -4.278 4.605 4.496
H 7.679 -5.210 -1.132
H 2.910 7.895 6.110
C -4.491 -7.589 -0.128
H 4.561 4.619 -1.151
N 0.063 -7.171 -5.891
H -0.856 8.557 5.624
H 3.697 -2.947 1.563
H -2.325 3.083 -1.414
C -3.456 -6.549 -0.425
C 3.346 3.067 3.459
C -0.022 -3.819 -3.716
C -6.286 0.274 4.462
H 1.393 7.191 -3.011
O -5.048 3.490 -2.250
H 1.681 -7.834 -7.217
H 5.115 0.995 1.543
H -0.882 -4.554 -5.542
H -8.063 -0.626 2.126
H 0.890 -4.500 -5.571
H -1.045 6.786 5.376
C -0.072 -8.665 -5.442
H -0.916 -10.417 -6.473
H -4.231 -2.501 5.592
F -5.060 1.869 -4.915
H 1.562 -6.042 -6.975
H 2.053 7.649 3.643
H -0.463 3.077 2.195
H 4.841 5.742 -4.912
C -5.850 -0.124 1.987
F 1.328 -0.683 -6.004
H 5.010 7.313 -3.535
C -0.753 4.355 -0.377
H 1.701 6.685 8.131
H -1.190 0.667 -2.225
H -1.030 7.622 3.324
H 6.403 -0.685 0.590
H 1.110 9.025 4.273
O 2.629 3.585 0.914
N -5.288 -0.373 3.446
S -0.026 -2.156 3.268
H 6.409 4.879 -3.533

---

(2)
133
Properties=species:S:1:pos:R:3 method="wB97M-V/def2-TZVPD" e_tot_ev=-129729.5198 s_squared=2.0908 homo_ev="-7.9 / -7.8" orbital_gap_ev="4.66 / 2.81" multiplicity=3 charge=0
C 0.473 -1.668 -1.767
O -1.431 2.968 -9.180
C 4.408 2.838 7.191
O 8.513 -2.221 3.534
H -3.745 0.984 -6.295
H -0.913 0.106 6.403
C 3.093 6.365 2.342
H -2.521 -4.534 -6.947
O -3.499 -5.891 -5.666
O -5.416 7.455 -0.399
H 2.559 6.312 -4.387
C 2.473 4.552 -5.327
O -1.919 -0.051 8.877
H 3.273 -2.937 -7.191
C -5.177 -10.875 -0.247
O 2.421 -9.724 6.458
H 1.405 5.599 1.225
C -4.623 -4.875 -7.413
O -3.553 -1.494 8.732
H 8.178 -2.070 1.471
H -5.185 3.100 -6.959
H 0.110 -0.111 9.175
H 1.328 6.200 -5.748
H 2.953 4.279 -4.388
C -6.139 -9.818 -0.741
O -4.800 8.116 -2.362
C 1.318 7.299 3.539
C 0.955 -1.243 0.757
C 2.385 -8.560 6.051
C 4.115 -0.913 -9.461
O 6.332 -2.604 3.777
H 2.498 -0.536 -7.302
O 3.469 4.286 -6.347
H 6.112 -2.572 1.764
C -5.156 8.530 -1.171
H -4.634 5.537 -0.630
C -2.384 2.704 -8.441
H 4.179 0.708 7.183
O -4.001 -10.112 -0.020
O 7.840 -3.409 5.311
H 3.893 7.080 2.148
O 5.214 2.708 10.519
O 0.927 0.861 1.492
O 0.542 -2.458 -2.711
C 7.828 -1.681 2.427
C 2.343 5.998 -5.408
O -3.126 -8.213 -0.830
H 1.353 -1.599 1.696
O 4.896 -0.390 -10.249
H -0.208 0.018 -2.896
O -4.331 -8.006 -6.044
C 0.091 -0.298 -1.908
O 1.264 -7.968 5.626
C -5.237 6.283 -1.148
Pd 1.143 -6.495 -2.548
C 0.630 0.065 0.522
H 1.097 -6.335 4.261
O -5.264 -8.725 -1.054
H 1.507 4.066 -5.467
O 3.373 -7.731 6.012
O 0.737 7.860 4.435
H -6.731 -10.254 -1.545
H -6.268 6.063 -1.424
H -5.615 -11.297 0.657
O -3.685 3.258 -8.430
C -2.500 -1.065 8.345
C 7.590 -2.915 4.279
H 5.024 3.547 6.638
C -4.205 -6.833 -6.312
O -2.354 1.800 -7.491
O 0.869 7.154 2.267
O 2.913 -0.481 -9.287
H -0.560 1.199 8.151
C -4.453 2.548 -7.549
C -4.076 -8.932 -0.584
C -3.442 1.976 -6.629
C -0.541 -0.612 7.133
H -3.301 2.497 -5.682
H -5.075 1.821 -8.071
C 6.427 -1.908 2.568
C 1.508 -6.618 5.230
O 2.570 6.728 3.614
C 2.354 -1.150 -8.191
C 0.117 0.532 -0.867
H 1.959 7.308 0.669
H 2.780 -3.241 -8.760
H -5.007 5.162 3.916
H 3.137 -5.626 5.790
O -4.923 -6.213 -7.282
H 1.103 -6.087 6.091
H -2.334 3.987 4.620
H -3.586 6.517 -2.476
H -5.539 -4.355 -7.133
C 0.805 -2.213 -0.294
H 5.875 1.240 6.824
C 3.739 5.353 -7.058
H -4.461 -4.632 -8.463
H 0.379 -1.065 6.764
C 4.971 1.424 7.404
O -1.698 -1.484 7.399
H 1.295 -1.386 -8.296
O -0.530 1.685 -1.078
C -4.641 6.791 -2.436
H 5.791 -1.023 2.554
H -3.795 -3.852 -5.887
C -4.097 5.297 4.500
H -3.618 6.193 4.104
H 8.051 -0.614 2.446
H 3.505 2.866 6.581
O -4.514 5.345 5.788
C 3.168 -2.426 -8.148
H 3.520 -6.537 4.325
C -3.491 -4.712 -6.484
O 4.369 5.424 -8.143
C 4.964 2.408 9.311
C -4.667 4.142 6.371
O 4.413 -1.889 -8.643
O 4.261 3.220 8.513
H -5.097 -11.606 -1.052
C 1.859 6.562 1.458
O 3.153 6.413 -6.490
O -5.319 9.723 -0.813
H -3.447 3.347 3.529
O -4.209 3.258 5.532
H -6.852 -9.587 0.051
C 3.035 -6.594 5.299
H -5.298 6.345 -3.182
O 0.862 -3.416 -0.096
C -0.588 0.133 8.374
C -3.409 3.925 4.453
O -5.206 3.983 7.430
H 3.423 5.327 2.338
O 5.377 1.365 8.681

---

(3)
25
Properties=species:S:1:pos:R:3 method="wB97M-V/def2-TZVPD" e_tot_ev=-17046.0250 homo_ev=-12.4 relative_energy_kcal_mol=131.0 orbital_gap_ev=8.44 charge=+1
H 0.579 -2.565 -1.458
N 0.841 -3.084 -2.373
H 1.310 -0.842 -0.124
H -0.051 -3.529 -2.507
H 1.222 -2.604 -3.277
C 1.796 2.040 0.172
O 0.676 -1.577 -0.209
C -1.660 0.732 0.934
H 0.940 4.164 1.222
H 1.487 1.453 2.288
H -0.691 2.199 1.769
O -1.642 1.865 1.561
C -0.563 -1.123 0.155
C 1.530 2.275 1.523
H 2.200 1.847 -1.961
C -2.862 -0.963 0.181
H 1.491 -3.825 -2.372
N -0.523 0.122 0.693
C 1.234 3.483 1.980
C 1.973 1.821 -0.991
H -3.807 -1.365 -0.153
H -1.788 -2.710 -0.517
N -2.857 0.238 0.619
C -1.742 -1.678 -0.133
H 0.908 3.626 2.978

---

(4)
72
Properties=species:S:1:pos:R:3 method="wB97M-V/def2-TZVPD" smiles="COC(=O)OC.COC(=O)OC.COC(=O)OC.COC(=O)OC.COC(=O)OC.COC(=O)OC" e_tot_ev=-56102.1953 homo_ev=-10.8 relative_energy_kcal_mol=62.5 orbital_gap_ev=11.19 charge=0
O 6.051 -0.540 -2.095
H -0.642 -2.102 1.271
O -1.553 -3.386 -1.468
H -2.225 -2.658 -3.378
C -2.509 -3.211 -2.482
C 6.906 -0.566 -3.101
C -0.419 -1.047 1.111
H -6.835 -1.741 7.440
H 3.859 0.943 -1.759
O -4.189 -0.623 4.748
H 4.003 -1.063 -2.479
C -7.023 -0.840 6.856
C -0.386 -3.945 -1.795
H 2.208 -4.693 -1.582
H 7.786 -3.187 -4.948
O -5.010 0.509 -0.851
H 2.662 2.807 1.703
H -3.421 -2.780 -2.070
C -5.254 0.210 -2.107
H 5.106 -2.376 -2.468
O 0.913 -0.885 0.566
H 3.722 1.691 -0.166
H -7.819 -1.050 6.142
C 3.926 8.134 1.849
H 1.355 3.876 2.082
C 7.760 -2.108 -4.796
C 3.153 1.285 -1.002
H -7.350 -0.100 7.586
C -3.678 0.248 -0.313
H -3.458 -0.814 -0.201
O -5.396 -2.515 5.256
H 2.474 2.013 -1.446
H -6.805 -0.755 -4.021
H -3.684 0.639 0.705
O 6.665 -1.695 -3.988
C 2.258 3.794 1.477
O 3.998 6.730 1.847
H 3.022 8.575 1.429
H -8.229 0.289 -3.445
C 1.258 0.328 0.153
O 7.882 0.198 -3.082
H -2.881 -4.131 -2.934
C -5.219 -1.290 5.355
H -3.670 -1.794 3.204
H -2.888 0.655 -0.942
H 8.726 -1.710 -4.484
H 2.261 -4.283 0.124
H 1.886 3.830 0.454
H 4.727 8.655 1.325
O 1.899 6.441 1.047
O 2.392 0.181 -0.514
C 2.984 6.023 1.485
O 3.333 4.708 1.707
O 0.672 1.367 0.444
C -3.177 -1.399 4.093
C 4.935 -1.396 -2.022
H -0.531 -0.501 2.048
O -6.557 0.307 -2.287
O -5.928 -0.404 6.116
C -7.151 0.164 -3.547
H -1.158 -0.634 0.425
H 4.031 8.491 2.873
C 1.836 -3.990 -0.837
O 0.036 -4.118 -2.943
H -2.765 -2.258 4.623
H 4.706 -1.748 -1.016
O -4.424 -0.183 -2.931
H 7.651 -1.795 -5.835
H -2.373 -0.760 3.728
H -6.920 1.011 -4.193
H 2.089 -2.958 -1.081
O 0.401 -4.070 -0.663

---

(5)
7
Properties=species:S:1:pos:R:3 method="wB97M-V/def2-TZVPD" e_tot_ev=-21188.1307 s_squared=2.0078 homo_ev="-6.2 / -10.0" relative_energy_kcal_mol=27.4 orbital_gap_ev="6.55 / 7.61" multiplicity=3 charge=0
C -0.887 1.228 0.208
F -0.265 -1.216 -1.896
H -1.734 0.592 0.462
H -1.622 0.408 -2.047
I 0.626 1.661 1.524
H -1.282 2.119 -0.465
P -0.181 0.328 -1.919